C5H10O4 | wB97M-V/def2-TZVPD

Each line ends with the Löwdin charge.
Geometry (Å):
C (-1.854, -0.572, -0.625)  0.001
C (0.095, 0.199, 0.947)  -0.528
C (-0.647, -0.883, 0.201)  -0.294
O (0.613, -0.171, 2.171)  0.057
O (-0.682, 1.364, 1.041)  0.053
O (-0.545, -2.094, 0.777)  0.106
H (-0.178, 1.963, 1.608)  0.124
H (1.345, -0.792, 1.906)  0.119
H (-1.018, -2.758, 0.251)  0.136
H (-2.728, -0.552, 0.036)  0.109
H (-2.014, -1.333, -1.394)  0.095
H (-1.757, 0.400, -1.103)  0.090
C (1.290, 1.332, -1.114)  -0.005
C (1.276, 0.150, -0.146)  -0.479
O (2.360, -0.337, 0.302)  -0.037
H (0.512, -0.785, -0.811)  0.202
H (1.839, 2.152, -0.647)  0.095
H (0.296, 1.696, -1.374)  0.072
H (1.797, 1.021, -2.027)  0.084

The HOMO energy comes out at -8.6 eV. For the lowest unoccupied orbital energy, the calculation gives 0.0131 Eh. The total charge is 0.

C3H6ClNO | wB97M-V/def2-TZVPD

Each line ends with the Löwdin charge.
Geometry (Å):
C (-3.260, -0.544, 0.027)  -0.055
O (-2.157, 0.364, -0.372)  -0.191
N (-0.968, 0.031, 0.207)  -0.016
C (0.042, 0.752, -0.104)  -0.176
C (1.224, 0.222, 0.709)  -0.600
Cl (2.603, -0.318, -0.268)  0.525
H (-4.036, -0.096, -0.562)  0.067
H (-3.102, -1.656, -0.178)  0.102
H (-3.507, -0.446, 1.103)  0.080
H (0.031, 1.643, -0.739)  0.127
H (1.596, 0.917, 1.469)  0.067
H (0.765, -0.660, 1.194)  0.070

The structure (SMILES) is CO/N=C/CCl. The HOMO energy comes out at -9.8 eV. For the lowest unoccupied orbital energy, the calculation gives 0.0402 Eh. The total charge is 0.

Relative energy (zero: lowest compared OMol25 entry of this formula, charge and spin) for the records above, in order: 356.2, 281.0 kJ/mol
HOMO-LUMO gap for the records above, in order: 9.0, 10.9 eV
Molar mass for the records above, in order: 134.131, 107.540 g/mol